No. 1
C9H34FN16O7 | ωB97M-V/def2-TZVPD

Computed properties:
Net charge: -1
Spin multiplicity: 1

Structure (XYZ):
```
67
Properties=species:S:1:pos:R:3:forces:R:3
N -0.5824 0.5087 3.8857 -0.1 0.1 -0.5
C -1.6094 -0.1409 3.0215 -0.6 -1.1 -0.2
C -3.0359 -0.2686 3.7301 0.1 1.3 -0.6
N -3.6185 1.0835 3.7904 1.1 -0.5 1.8
F -4.7284 1.1700 2.8546 -0.9 -0.6 -1.3
H -0.8898 0.5799 4.8549 -0.2 0.1 -0.4
H -0.4727 1.4528 3.5159 0.0 -0.2 0.6
H -1.2120 -1.1348 2.6566 -0.3 0.8 0.4
H -1.7637 0.4923 2.1112 0.1 -0.6 0.8
H -3.6923 -1.0180 3.1997 0.6 0.6 0.4
H -2.9160 -0.6093 4.8095 0.2 0.0 -0.9
C -3.2503 -1.9171 0.0552 -0.1 0.3 0.2
O -2.1708 -1.3768 0.2473 0.1 -0.2 -0.3
N -3.3616 -3.1838 -0.4358 0.1 -0.4 -0.4
N -4.4332 -1.3035 0.3144 -0.1 0.4 0.0
H -4.2430 -3.6440 -0.6005 0.0 0.0 0.1
H -2.5089 -3.6726 -0.6381 0.0 0.1 0.1
H -4.3953 -0.3653 0.6831 0.0 -0.1 0.2
H -5.3268 -1.7317 0.1630 0.1 -0.1 0.0
C 3.0458 0.6363 3.1577 -0.4 -0.2 0.1
O 2.6646 1.7652 2.8702 0.2 -0.1 0.0
N 2.2214 -0.3097 3.6767 -0.2 0.2 0.2
N 4.3393 0.2362 2.9784 0.3 0.2 -0.3
H 2.5243 -1.2346 3.9149 0.1 0.0 -0.1
H 1.2355 -0.0546 3.8291 -0.3 0.0 -0.1
H 4.9785 0.9089 2.5973 0.0 -0.1 0.1
H 4.6781 -0.6776 3.2052 0.1 0.1 0.0
C -1.9825 -0.7233 -4.1575 -0.1 -0.1 0.1
O -2.7958 -1.3496 -4.8277 0.1 0.1 0.0
N -1.3322 0.3747 -4.6311 -0.1 0.1 -0.5
N -1.6580 -1.0675 -2.8837 0.0 -0.4 0.0
H -0.6669 0.8965 -4.0971 0.0 -0.1 0.0
H -1.5395 0.6689 -5.5703 0.2 0.1 0.1
H -2.1169 -1.8720 -2.4944 0.0 0.2 0.1
H -0.9962 -0.5678 -2.3200 -0.1 0.0 0.1
C 0.2336 3.4747 -6.2604 -0.1 -0.4 0.2
O -0.3322 2.4814 -6.7020 0.1 0.2 -0.1
N 0.6983 3.5509 -4.9886 0.0 0.0 0.2
N 0.4451 4.5910 -7.0115 0.0 0.3 -0.5
H 1.1637 4.3575 -4.6082 0.1 0.1 0.1
H 0.5628 2.7485 -4.4039 0.0 0.1 0.0
H 0.1154 4.5748 -7.9591 0.0 0.0 0.1
H 0.9058 5.4134 -6.6688 0.0 -0.1 0.1
C 2.9303 6.7046 -3.1308 -0.2 -0.1 0.1
O 2.3983 5.8032 -3.7643 0.0 0.1 -0.1
N 2.4229 7.1712 -1.9614 -0.3 0.0 0.2
N 4.0743 7.3120 -3.5461 0.3 0.0 -0.4
H 2.8419 7.9071 -1.4255 0.0 0.0 0.0
H 1.5782 6.7432 -1.6243 0.1 0.0 0.0
H 4.4773 6.9902 -4.4075 0.0 0.0 0.1
H 4.5274 8.0510 -3.0433 0.0 0.0 0.0
C 7.5428 -1.9448 4.1254 -0.2 0.4 -0.1
O 7.1530 -0.8235 3.8413 0.1 -0.3 0.0
N 6.7211 -2.8956 4.6498 -0.3 -0.2 0.1
N 8.8335 -2.3394 3.9419 0.5 0.0 -0.1
H 7.0204 -3.8213 4.8898 0.0 0.0 0.0
H 5.7617 -2.6399 4.8002 0.1 0.0 0.0
H 9.4682 -1.6636 3.5568 -0.1 0.0 0.0
H 9.1751 -3.2540 4.1679 0.0 0.0 0.0
C -6.0368 -5.9298 0.2729 0.1 0.2 0.0
O -5.7969 -4.8677 -0.2806 -0.1 -0.2 0.0
N -5.3148 -7.0579 0.0348 0.3 -0.2 -0.2
N -7.0454 -6.0716 1.1733 -0.4 0.1 0.2
H -5.4938 -7.9386 0.4776 0.0 0.0 0.0
H -4.5611 -6.9886 -0.6253 0.0 0.0 0.1
H -7.5984 -5.2573 1.3737 0.1 0.0 0.0
H -7.2601 -6.9319 1.6396 0.1 0.0 0.0
```
Forces are in eV/Å.

---

No. 2
CN2O5S2 | ωB97M-V/def2-TZVPD

Computed properties:
Relative energy (zero: lowest compared OMol25 entry of this formula, charge and spin), eV: 2.1354
Net charge: 0
Spin multiplicity: 1

Structure (XYZ):
```
10
Properties=species:S:1:pos:R:3:forces:R:3
C 1.6592 0.1509 -1.1428 0.4 0.5 0.0
N 2.3151 -0.1503 -2.0350 0.1 -0.5 -0.5
N -2.0738 0.2610 0.1485 0.8 -2.4 -0.2
O -2.9239 -0.4112 -0.2079 -1.4 -1.5 -0.3
O -1.7972 1.3412 0.2136 0.8 4.8 0.5
O -0.8355 -0.6981 0.5734 0.4 -1.6 0.2
O 1.3875 -1.4793 1.1232 0.8 -1.3 -0.4
O 1.0319 0.7126 -0.1675 -0.3 -0.6 1.1
S 0.4721 0.7850 2.6949 0.1 -0.6 -1.0
S 0.5792 -0.3422 1.1612 -1.6 3.2 0.6
```
Forces are in eV/Å.

---

No. 3
C5H10O | ωB97M-V/def2-TZVPD

Computed properties:
Relative energy (zero: lowest compared OMol25 entry of this formula, charge and spin), eV: 4.0390
Net charge: 0
Spin multiplicity: 1

Structure (XYZ):
```
16
Properties=species:S:1:pos:R:3:forces:R:3
C 1.8469 0.1590 0.5020 0.0 0.0 0.0
C 0.6395 0.6230 -0.2951 0.2 0.0 0.0
C -0.1307 -0.5655 -1.0305 0.0 0.0 -0.1
C -1.5276 -0.3893 -0.4977 -0.1 -0.3 0.1
C -1.4589 -0.2712 0.9083 -0.2 -0.1 -0.1
O -0.3142 1.2780 0.5265 -0.1 0.0 -0.1
H 2.3367 1.0073 0.9895 -0.1 -0.1 -0.1
H 2.5720 -0.3325 -0.1577 -0.1 0.1 0.1
H 1.5603 -0.5598 1.2788 0.0 0.1 -0.1
H 0.9667 1.3483 -1.0516 0.0 -0.1 0.1
H -0.0728 -0.4743 -2.1193 0.0 0.0 0.2
H 0.3280 -1.5233 -0.7483 -0.1 0.2 0.0
H -2.4487 -0.5768 -1.0379 0.1 0.1 0.1
H -1.2913 0.9396 -0.2519 0.2 0.2 0.2
H -0.6834 -0.7403 1.5125 -0.1 0.1 -0.1
H -2.3224 0.0778 1.4725 0.1 0.0 -0.1
```
Forces are in eV/Å.

---

Number 1: HOMO -1.1 eV, energy -1866.165487 Eh. Number 2: HOMO -10.7 eV, energy -1319.952793 Eh. Number 3: HOMO -8.4 eV, energy -271.604184 Eh.